73
Properties=species:S:1:pos:R:3 method="wB97M-V/def2-TZVPD" total_energy_ev=-87325.6803 e_above_lowest_kcal_mol=0.0 homo_energy_ev=-10.77
C -2.30 4.76 -0.34
C -1.07 5.60 -0.57
O -0.71 6.30 0.62
S 0.77 6.11 1.15
C 0.75 4.44 1.71
O 1.67 6.25 0.05
O 0.90 6.98 2.26
H -2.11 3.92 0.33
H -2.71 4.32 -1.25
H -3.09 5.33 0.15
H -0.24 4.97 -0.92
H -1.20 6.29 -1.41
H -0.15 3.99 1.31
H 0.81 4.37 2.79
H 1.60 3.89 1.30
C -2.04 -0.18 -1.76
C -1.75 0.08 -0.30
O -0.40 -0.39 -0.05
S 0.32 0.14 1.27
C -0.12 -1.19 2.34
O 1.72 0.10 1.04
O -0.34 1.34 1.69
H -2.91 0.39 -2.11
H -2.28 -1.21 -2.01
H -1.19 0.15 -2.36
H -1.80 1.15 -0.11
H -2.44 -0.42 0.39
H -0.18 -0.82 3.37
H 0.60 -2.00 2.24
H -1.15 -1.47 2.13
C 5.93 -2.04 -1.09
C 5.29 -1.94 -2.45
O 3.89 -1.69 -2.26
S 3.15 -0.85 -3.41
C 1.72 -0.40 -2.49
O 3.93 0.31 -3.67
O 2.81 -1.75 -4.45
H 7.02 -2.02 -1.12
H 5.61 -2.92 -0.53
H 5.65 -1.17 -0.47
H 5.77 -1.16 -3.05
H 5.40 -2.89 -2.98
H 1.23 -1.24 -2.02
H 1.08 0.12 -3.20
H 2.09 0.32 -1.76
C 2.58 -4.49 0.07
N 2.40 -5.09 1.41
O 2.73 -6.24 1.55
O 1.93 -4.38 2.29
H 2.39 -5.25 -0.67
H 3.59 -4.12 -0.02
H 1.85 -3.69 -0.08
C -1.13 3.91 -3.99
N -0.41 2.65 -3.71
O 0.39 2.65 -2.80
O -0.66 1.70 -4.42
H -0.73 4.69 -3.35
H -2.19 3.75 -3.89
H -0.95 4.18 -5.03
C -6.46 -0.88 3.41
N -5.09 -0.93 2.82
O -4.17 -1.09 3.59
O -4.98 -0.83 1.61
H -7.15 -0.63 2.62
H -6.43 -0.14 4.20
H -6.67 -1.87 3.80
C -1.06 -4.99 2.98
N -2.06 -5.95 3.51
O -2.15 -7.03 2.97
O -2.72 -5.57 4.46
H -0.55 -5.32 2.09
H -0.31 -4.88 3.77
H -1.53 -4.02 2.88